No. 1
DFT (ωB97M-V/def2-TZVPD) results for a cluster of 3 separate species, C15H46BrN6O2P3 in total.

The SMILES is CN(C)P(=O)(N(C)C)N(C)C.CN(C)P(=O)(N(C)C)N(C)C.[PH4]CCCBr. For the HOMO energy, the calculation gives -7.582 eV.

Each atom is followed by the atoms it is bonded to, with distances in Å.
Atoms and positions in Å:
1 C 2.937 -5.767 0.261  N2 1.445, H12 1.096, H13 1.095, H14 1.088
2 N 1.895 -5.359 -0.654  C1 1.445, C3 1.456, P4 1.697
3 C 0.656 -6.109 -0.510  N2 1.456, H15 1.098, H16 1.090, H17 1.090
4 P 2.011 -4.236 -1.922  N2 1.697, O5 1.492, N6 1.736, N9 1.694
5 O 0.703 -3.524 -1.841  P4 1.492
6 N 3.079 -2.919 -1.550  P4 1.736, C7 1.450, C8 1.460
7 C 3.652 -2.771 -0.227  N6 1.450, H18 1.099, H19 1.091, H20 1.091
8 C 2.621 -1.630 -2.060  N6 1.460, H21 1.096, H22 1.090, H23 1.094
9 N 3.239 -5.056 -2.752  P4 1.694, C10 1.463, C11 1.466
10 C 3.036 -6.450 -3.148  N9 1.463, H24 1.094, H25 1.091, H26 1.088
11 C 4.280 -4.371 -3.524  N9 1.466, H27 1.091, H28 1.086, H29 1.092
12 H 2.951 -6.856 0.384  C1 1.096
13 H 2.788 -5.318 1.249  C1 1.095
14 H 3.929 -5.496 -0.095  C1 1.088
15 H 0.565 -6.901 -1.265  C3 1.098
16 H -0.214 -5.459 -0.602  C3 1.090
17 H 0.601 -6.581 0.471  C3 1.090
18 H 2.899 -2.816 0.572  C7 1.099
19 H 4.167 -1.812 -0.154  C7 1.091
20 H 4.419 -3.524 -0.038  C7 1.091
21 H 1.871 -1.162 -1.412  C8 1.096
22 H 2.183 -1.735 -3.052  C8 1.090
23 H 3.475 -0.953 -2.153  C8 1.094
24 H 3.748 -7.093 -2.622  C10 1.094
25 H 3.175 -6.596 -4.220  C10 1.091
26 H 2.033 -6.796 -2.910  C10 1.088
27 H 5.157 -4.200 -2.899  C11 1.091
28 H 3.946 -3.415 -3.916  C11 1.086
29 H 4.593 -4.974 -4.378  C11 1.092
30 C -0.813 3.531 4.520  N31 1.446, H41 1.096, H42 1.095, H43 1.088
31 N -0.469 3.129 3.174  C30 1.446, C32 1.457, P33 1.696
32 C 0.209 1.842 3.098  N31 1.457, H44 1.098, H45 1.090, H46 1.090
33 P -0.641 4.031 1.748  N31 1.696, O34 1.493, N35 1.736, N38 1.693
34 O -1.088 2.998 0.768  P33 1.493
35 N -2.052 5.043 1.764  P33 1.736, C36 1.450, C37 1.459
36 C -3.019 4.959 2.841  N35 1.450, H47 1.099, H48 1.091, H49 1.091
37 C -2.726 5.131 0.473  N35 1.459, H50 1.096, H51 1.090, H52 1.093
38 N 0.340 5.317 2.249  P33 1.693, C39 1.463, C40 1.466
39 C 1.714 5.052 2.677  N38 1.463, H53 1.094, H54 1.091, H55 1.088
40 C 0.107 6.707 1.846  N38 1.466, H56 1.091, H57 1.086, H58 1.091
41 H -0.015 3.274 5.225  C30 1.096
42 H -1.731 3.035 4.853  C30 1.095
43 H -0.951 4.607 4.607  C30 1.088
44 H 1.297 1.957 2.999  C32 1.098
45 H -0.144 1.258 2.248  C32 1.090
46 H 0.020 1.252 3.995  C32 1.090
47 H -3.352 3.930 3.038  C36 1.099
48 H -3.897 5.558 2.595  C36 1.091
49 H -2.627 5.390 3.763  C36 1.091
50 H -3.383 4.275 0.279  C37 1.096
51 H -2.005 5.187 -0.342  C37 1.090
52 H -3.326 6.045 0.439  C37 1.093
53 H 1.829 5.302 3.736  C39 1.094
54 H 2.440 5.637 2.110  C39 1.091
55 H 1.983 4.006 2.549  C39 1.088
56 H -0.509 7.213 2.590  C40 1.091
57 H -0.385 6.785 0.882  C40 1.086
58 H 1.049 7.254 1.769  C40 1.091
59 P -1.944 -0.181 -1.950  C60 1.930, H64 1.429, H65 1.426, H66 1.430, H67 1.445
60 C -3.549 0.863 -1.705  P59 1.930, C61 1.542, H68 1.091, H69 1.092
61 C -4.677 -0.096 -1.274  C60 1.542, C62 1.519, H70 1.088, H71 1.099
62 C -5.812 -0.014 -2.280  C61 1.519, Br63 1.960, H72 1.087, H73 1.085
63 Br -7.200 -1.321 -1.825  C62 1.960
64 H -1.306 0.959 -2.527  P59 1.429
65 H -2.652 -1.060 -2.821  P59 1.426
66 H -1.983 -0.431 -0.542  P59 1.430
67 H -0.741 -0.973 -2.065  P59 1.445
68 H -3.328 1.545 -0.882  C60 1.091
69 H -3.781 1.376 -2.642  C60 1.092
70 H -5.015 0.088 -0.256  C61 1.088
71 H -4.308 -1.130 -1.311  C61 1.099
72 H -5.431 -0.325 -3.249  C62 1.087
73 H -6.247 0.979 -2.345  C62 1.085

=====

No. 2
DFT (ωB97M-V/def2-TZVPD) results for a cluster of 12 separate species, H24O12 in total.

The SMILES is O.O.O.O.O.O.O.O.O.O.O.O. As for the relative energy (zero: lowest compared OMol25 entry of this formula, charge and spin): 90.9 kJ/mol. For the HOMO energy, the calculation gives -10.386 eV.

Each atom is followed by the atoms it is bonded to, with distances in Å.
Atoms and positions in Å:
1 O 1.435 8.641 24.052  H2 0.966, H3 0.966
2 H 2.279 8.181 24.143  O1 0.966
3 H 0.811 7.950 23.795  O1 0.966
4 O 2.136 7.094 20.111  H5 0.964, H6 0.966
5 H 1.825 6.292 19.676  O4 0.964
6 H 2.382 6.815 21.002  O4 0.966
7 O 3.679 7.264 25.243  H8 0.965, H9 0.968
8 H 3.837 6.744 26.040  O7 0.965
9 H 4.268 8.028 25.323  O7 0.968
10 O 4.972 9.980 22.989  H11 0.969, H12 0.966
11 H 5.406 10.035 22.124  O10 0.969
12 H 4.311 9.284 22.884  O10 0.966
13 O 4.098 7.276 22.146  H14 0.972, H15 0.961
14 H 4.971 7.501 21.781  O13 0.972
15 H 4.278 6.541 22.739  O13 0.961
16 O 3.280 5.073 23.685  H17 0.987, H18 0.964
17 H 3.413 5.888 24.226  O16 0.987
18 H 3.121 4.369 24.325  O16 0.964
19 O 6.384 6.063 19.684  H20 0.961, H21 0.982
20 H 6.669 5.726 18.830  O19 0.961
21 H 5.655 6.687 19.470  O19 0.982
22 O 4.416 7.724 18.784  H23 0.962, H24 0.991
23 H 4.149 8.064 17.925  O22 0.962
24 H 3.574 7.642 19.300  O22 0.991
25 O 0.548 5.869 22.885  H26 0.962, H27 0.970
26 H 0.033 5.192 23.333  O25 0.962
27 H 1.471 5.670 23.107  O25 0.970
28 O 3.019 3.812 21.163  H29 0.972, H30 0.961
29 H 3.306 4.288 21.961  O28 0.972
30 H 2.890 2.902 21.444  O28 0.961
31 O 5.576 10.151 20.020  H32 0.962, H33 0.972
32 H 6.434 10.202 19.588  O31 0.962
33 H 5.307 9.223 19.915  O31 0.972
34 O 6.937 7.752 21.797  H35 0.962, H36 0.966
35 H 7.494 8.184 22.451  O34 0.962
36 H 7.533 7.272 21.208  O34 0.966